# 1
Density functional theory data (ωB97M-V/def2-TZVPD) for C26H66AlF6N6O13S2 as an isolated structure at a distorted geometry.

## Properties
Highest occupied orbital energy: -0.5243 Ha
F_max: 4.55 eV/A
E_tot: -3972.6693 hartree

Structure (ORCA input):
```
! RIJCOSX wB97M-V def2-TZVPD def2/J DEFGRID3
* xyz 5 1
Al -5.2334 -4.5385 2.2458
C -2.2650 0.6044 -1.5335
F -3.6359 0.4672 -1.4405
F -1.8664 0.3024 -2.7269
F -1.9407 1.7739 -1.2032
S -1.3923 -0.5059 -0.1405
O -0.0392 0.0646 0.1131
O -2.2469 -0.4104 1.0312
N -1.6090 -2.1204 -0.6945
S -0.1654 -2.3974 -1.2717
O 0.2473 -1.3337 -2.1813
O 0.8681 -2.9278 -0.2984
C -0.4531 -3.9073 -2.4653
F -1.3139 -3.5664 -3.4793
F 0.7286 -4.3113 -2.9011
F -0.9421 -4.8576 -1.7004
C 6.3201 0.5341 4.5594
C 6.5065 1.6082 3.3616
C 5.3074 1.9261 2.4660
O 5.5121 3.0319 1.5973
C 4.4128 3.4907 0.8211
N 6.9629 2.9226 4.0020
H 6.2337 3.2967 4.5924
H 7.8639 2.8391 4.4508
H 7.1130 3.6180 3.2851
H 7.3215 0.5141 4.9894
H 6.1464 -0.4936 4.2403
H 5.6677 0.9331 5.3361
H 7.2544 1.3510 2.6117
H 4.5035 2.0205 3.1961
H 4.9276 1.1450 1.8074
H 3.5033 3.6461 1.4014
H 4.1813 2.8391 -0.0214
H 4.7701 4.4932 0.5862
C -5.1938 4.6263 5.4754
C -5.1620 5.8859 4.5369
C -3.7205 6.2272 4.0705
O -3.7964 7.2071 3.0897
C -3.0912 8.4233 3.3424
N -6.2085 5.5991 3.3550
H -7.1598 5.7468 3.6605
H -6.0914 6.0346 2.4512
H -6.0675 4.6502 3.0390
H -4.6695 4.9078 6.3886
H -4.9047 3.6424 5.1060
H -6.1498 4.4556 5.9703
H -5.6123 6.6721 5.1428
H -3.2434 5.4000 3.5450
H -2.9721 6.4119 4.8411
H -2.6392 8.6952 2.3886
H -2.3710 8.3983 4.1603
H -3.9101 9.1402 3.4030
C -13.6224 3.3781 -1.5179
C -12.1798 3.8452 -1.4327
C -11.3037 3.1783 -2.5355
O -11.4811 1.7283 -2.4009
C -10.4816 0.9213 -2.9230
N -12.0663 5.3803 -1.6101
H -12.7746 5.7761 -2.2115
H -11.8653 5.8255 -0.7261
H -11.1813 5.6193 -2.0341
H -13.6573 2.2937 -1.4132
H -14.0856 3.7145 -2.4454
H -14.4124 3.7781 -0.8821
H -11.6857 3.5843 -0.4968
H -10.2554 3.3648 -2.3022
H -11.5466 3.5513 -3.5305
H -10.6414 0.6937 -3.9769
H -10.6851 0.0026 -2.3729
H -9.4255 1.1578 -2.7929
C 8.2385 2.9279 -5.0720
C 7.9335 2.3223 -3.7093
C 7.3841 0.9102 -3.8223
O 7.0725 0.3524 -2.5202
C 6.9152 -1.0754 -2.6225
N 9.2467 2.3350 -2.9178
H 9.3417 1.6347 -2.1962
H 9.9832 2.2894 -3.6074
H 9.3028 3.2578 -2.5112
H 9.1666 2.5470 -5.4982
H 8.5276 3.9656 -4.9058
H 7.4180 2.8018 -5.7784
H 7.2569 3.0289 -3.2287
H 7.9848 0.2272 -4.4229
H 6.4503 0.9618 -4.3822
H 6.1169 -1.4156 -3.2821
H 6.8927 -1.6266 -1.6824
H 7.9244 -1.2915 -2.9731
C 5.0618 -13.6897 -1.3816
C 4.0526 -13.8402 -0.1947
C 3.6537 -12.4668 0.4818
O 2.5570 -11.8728 -0.1781
C 2.8545 -10.7419 -0.9857
N 2.8072 -14.5155 -0.7568
H 2.1695 -14.7912 -0.0238
H 2.2463 -13.9061 -1.3348
H 3.1302 -15.3208 -1.2737
H 4.5950 -13.1067 -2.1756
H 5.2643 -14.6741 -1.8035
H 6.0124 -13.2353 -1.1025
H 4.4879 -14.5259 0.5323
H 4.5425 -11.8423 0.5718
H 3.4953 -12.8503 1.4897
H 3.8113 -10.7493 -1.5079
H 2.8611 -9.8253 -0.3959
H 2.1722 -10.7802 -1.8349
C 0.6544 6.2567 -4.9459
C 1.9109 6.5330 -5.8185
O 3.0505 6.1429 -5.5076
O 1.6830 7.0324 -6.9623
H 0.3830 5.2021 -4.8982
H -0.1758 6.8695 -5.2972
H 0.8624 6.5839 -3.9272
C -0.1119 -2.6181 5.7975
C -1.2542 -2.5182 6.7477
O -2.4084 -2.2990 6.3393
O -1.0586 -2.7063 7.9567
H 0.0041 -1.6862 5.2440
H -0.2769 -3.3907 5.0466
H 0.8720 -2.7894 6.2343
*
```

# 2
Density functional theory data (ωB97M-V/def2-TZVPD) for a 2-piece molecular cluster, C3H8O2S overall at a distorted geometry.

## Properties
Highest occupied orbital energy: 0.0082 Ha
F_max: 3.44 eV/A
Energy above the lowest of the compared OMol25 structures with the same formula, charge and spin: 25.4 kcal/mol
E_tot: -667.6748 hartree

Structure (ORCA input):
```
! RIJCOSX wB97M-V def2-TZVPD def2/J DEFGRID3
* xyz -2 1
C 0.2149 0.0733 0.9568
O -0.4410 -1.1011 1.3360
C 0.2350 0.3848 -0.4870
C 1.2594 1.4317 -0.9457
S 1.3725 1.5429 -2.8490
H 1.2616 0.0895 1.2655
H -0.2815 0.9462 1.6773
H 0.4097 -0.5182 -0.9844
H -0.8352 0.6703 -0.6255
H 1.0388 2.4354 -0.6490
H 2.2766 1.0210 -0.6904
H -1.3532 -1.5757 0.9384
H -2.3907 -3.1133 0.3572
O -2.7670 -2.2868 0.6997
*
```

# 3
Density functional theory data (ωB97M-V/def2-TZVPD) for C9H6BrNO4V as an isolated structure at a distorted geometry.

## Properties
Highest occupied orbital energy (alpha / beta): -0.8074 / -0.7882 Ha
F_max: 8.23 eV/A
Energy above the lowest of the compared OMol25 structures with the same formula, charge and spin: 0.0 kcal/mol
E_tot: -4218.9699 hartree

Structure (ORCA input):
```
! RIJCOSX wB97M-V def2-TZVPD def2/J DEFGRID3
* xyz 3 3
V 1.0137 -0.3189 -1.4460
O 3.9063 -0.0295 -0.1368
C 2.8335 -0.1249 -0.5693
C -0.7506 -0.5475 -2.4774
O -1.6701 -0.7093 -3.1697
C 0.9542 -2.2354 -0.9886
O 0.8207 -3.3405 -0.6367
C 0.9143 1.6380 -1.6903
O 0.7762 2.7961 -1.7103
H 2.1335 -0.6243 -2.6339
H 1.4332 -0.5488 -3.0732
Br -3.6565 2.1335 1.3062
C -2.0968 1.0559 1.4534
C -1.7124 0.5114 2.6777
C -0.5522 -0.2593 2.7255
C 0.1995 -0.4411 1.5595
N -0.1896 0.0694 0.3815
C -1.3226 0.8091 0.3052
H -2.3184 0.6937 3.5543
H -0.2125 -0.7283 3.6441
H 1.1298 -1.0081 1.5854
H -1.6333 1.2086 -0.6605
*
```

# 4
Density functional theory data (ωB97M-V/def2-TZVPD) for one molecule with the formula C14H19NO2S.

## Properties
Highest occupied orbital energy: -0.2940 Ha
F_max: 0.64 eV/A
Energy above the lowest of the compared OMol25 structures with the same formula, charge and spin: 11.4 kcal/mol
E_tot: -1148.3080 hartree
SMILES: CCSc1ccccc1C(=O)NC[C@@H]1CCCO1

Structure (ORCA input):
```
! RIJCOSX wB97M-V def2-TZVPD def2/J DEFGRID3
* xyz 0 1
C -2.8818 -3.3109 1.2003
C -2.1218 -2.2248 0.4632
S -3.3202 -1.0272 -0.2377
C -2.5527 0.5558 -0.0964
C -3.4273 1.6207 0.1195
C -2.9555 2.9088 0.2548
C -1.5918 3.1555 0.1927
C -0.7196 2.1079 -0.0280
C -1.1808 0.8016 -0.1886
C -0.1831 -0.2404 -0.5750
O -0.3245 -0.9830 -1.5271
N 0.9014 -0.2901 0.2405
C 2.0915 -1.0201 -0.1190
C 3.1927 -0.0488 -0.5790
C 4.5298 -0.7559 -0.8282
C 5.2529 -0.5701 0.5045
C 4.7476 0.8058 0.9311
O 3.4190 0.9113 0.4506
H -3.5514 -3.8321 0.5206
H -3.4739 -2.8835 2.0064
H -2.1817 -4.0304 1.6204
H -1.5357 -2.6358 -0.3578
H -1.4709 -1.6694 1.1374
H -4.4843 1.4110 0.1792
H -3.6481 3.7207 0.4185
H -1.2122 4.1595 0.3065
H 0.3402 2.3046 -0.1149
H 1.0383 0.4413 0.9223
H 1.8245 -1.6998 -0.9307
H 2.4384 -1.5911 0.7476
H 2.8324 0.4840 -1.4684
H 5.0770 -0.2554 -1.6272
H 4.3902 -1.8002 -1.0971
H 4.9378 -1.3299 1.2204
H 6.3354 -0.6011 0.4105
H 5.3595 1.5999 0.4805
H 4.7299 0.9479 2.0141
*
```

# 5
Density functional theory data (ωB97M-V/def2-TZVPD) for C29H25I2N4O4Pt as an isolated structure at a distorted geometry.

## Properties
Highest occupied orbital energy: -0.3839 Ha
F_max: 2.79 eV/A
E_tot: -2354.4714 hartree

Structure (ORCA input):
```
! RIJCOSX wB97M-V def2-TZVPD def2/J DEFGRID3
* xyz 1 1
Pt -0.0985 -0.2270 -0.5158
O -0.8163 1.7815 -0.9019
C -1.5884 2.0806 0.1503
C -2.6978 2.9229 0.0359
C -3.5475 3.0583 1.1202
C -3.3092 2.3751 2.3081
C -2.1744 1.5848 2.4436
C -1.3028 1.4837 1.3771
C 0.0082 0.8085 1.3195
N 0.3800 -0.1213 2.3164
N 1.4760 -0.7154 2.2652
C 2.2663 -0.6894 1.0701
O 1.9233 -0.2401 -0.0455
C 3.5646 -1.3296 1.2130
C 3.7392 -2.3299 2.1758
C 4.9496 -2.9977 2.2459
C 5.9869 -2.6428 1.3947
C 5.8232 -1.6262 0.4570
C 4.6100 -0.9786 0.3515
H -2.8853 3.4124 -0.9109
H -4.4214 3.6909 1.0372
H -4.0014 2.4754 3.1331
H -1.9449 1.0847 3.3763
H 0.7999 1.4715 0.9604
H 2.9275 -2.5742 2.8440
H 5.0878 -3.7903 2.9683
H 6.9361 -3.1576 1.4653
H 6.6429 -1.3481 -0.1910
H 4.4624 -0.1914 -0.3755
I -5.2101 -0.2219 -0.8537
C -3.7703 -0.2935 -2.3480
C -4.1479 -0.2258 -3.7078
C -3.2168 -0.2475 -4.7114
I -3.8647 -0.1528 -6.6878
C -1.8361 -0.3493 -4.3933
C -0.7619 -0.3349 -5.3113
C 0.5279 -0.4380 -4.8693
C 0.7785 -0.5695 -3.4946
N -0.2001 -0.5856 -2.6207
C -1.4936 -0.4546 -3.0361
C -2.4524 -0.4067 -1.9953
O -2.0249 -0.4933 -0.7314
H -5.1984 -0.1470 -3.9514
H -0.9720 -0.2334 -6.3679
H 1.3582 -0.4230 -5.5601
H 1.7842 -0.6738 -3.1055
O -0.0941 -2.3927 0.0267
C -0.5056 -3.1687 0.9070
C -0.6649 -4.6293 0.5992
C -2.1357 -5.0049 0.8991
C -3.1567 -3.8660 0.6606
C -3.3799 -2.9163 1.8512
C -2.2072 -1.9768 2.1235
N -0.9526 -2.7654 2.1250
H 0.0353 -5.2266 1.1881
H -0.4247 -4.7762 -0.4520
H -2.2319 -5.3605 1.9282
H -2.3926 -5.8526 0.2644
H -4.1167 -4.3218 0.4183
H -2.8669 -3.2810 -0.2210
H -3.5816 -3.5146 2.7464
H -4.2690 -2.3111 1.6657
H -2.3051 -1.4769 3.0849
H -2.1401 -1.2209 1.3490
H -1.0436 -3.5555 2.7523
*
```

# 6
Density functional theory data (ωB97M-V/def2-TZVPD) for a 3-piece molecular cluster, C4H13NOS overall at a distorted geometry.

## Properties
Highest occupied orbital energy: -0.3400 Ha
F_max: 4.14 eV/A
Energy above the lowest of the compared OMol25 structures with the same formula, charge and spin: 58.8 kcal/mol
E_tot: -688.2950 hartree

Structure (ORCA input):
```
! RIJCOSX wB97M-V def2-TZVPD def2/J DEFGRID3
* xyz 0 1
C 1.0463 1.2843 -0.1582
C -0.4232 1.3802 -0.6420
S -1.5873 1.4070 0.7979
C 1.3220 -0.0564 0.5499
N 0.4409 -1.1543 0.1342
C 0.6262 -2.2403 1.1268
H 1.0952 2.0549 0.6113
H 1.6554 1.4853 -1.0503
H -0.6239 2.2556 -1.2628
H -0.6649 0.4929 -1.2191
H -0.5566 2.4161 1.9722
H 1.0735 0.2558 1.5882
H 2.3565 -0.4085 0.4588
H -0.5173 -0.8489 0.2456
H 0.3270 -1.9036 2.1110
H 0.0164 -3.1162 0.9058
H 1.6696 -2.5077 1.0948
H -0.7596 -1.6943 -2.7342
H 0.2586 -1.7667 -1.6066
O 0.1616 -1.4702 -2.5525
*
```

Copy entry 6 word for word.
Density functional theory data (ωB97M-V/def2-TZVPD) for a 3-piece molecular cluster, C4H13NOS overall at a distorted geometry.

## Properties
Highest occupied orbital energy: -0.3400 Ha
F_max: 4.14 eV/A
Energy above the lowest of the compared OMol25 structures with the same formula, charge and spin: 58.8 kcal/mol
E_tot: -688.2950 hartree

Structure (ORCA input):
```
! RIJCOSX wB97M-V def2-TZVPD def2/J DEFGRID3
* xyz 0 1
C 1.0463 1.2843 -0.1582
C -0.4232 1.3802 -0.6420
S -1.5873 1.4070 0.7979
C 1.3220 -0.0564 0.5499
N 0.4409 -1.1543 0.1342
C 0.6262 -2.2403 1.1268
H 1.0952 2.0549 0.6113
H 1.6554 1.4853 -1.0503
H -0.6239 2.2556 -1.2628
H -0.6649 0.4929 -1.2191
H -0.5566 2.4161 1.9722
H 1.0735 0.2558 1.5882
H 2.3565 -0.4085 0.4588
H -0.5173 -0.8489 0.2456
H 0.3270 -1.9036 2.1110
H 0.0164 -3.1162 0.9058
H 1.6696 -2.5077 1.0948
H -0.7596 -1.6943 -2.7342
H 0.2586 -1.7667 -1.6066
O 0.1616 -1.4702 -2.5525
*
```